Record 1
Below is an isolated ion of composition C4H8NO and charge +1, with properties calculated with wB97M-V/def2-TZVPD.

Geometry as XYZ:
```
14
Properties=species:S:1:pos:R:3
C -1.624 -2.230 0.225
C -0.701 -0.843 0.695
C -0.062 0.449 0.126
C 1.478 1.684 -1.299
N 1.004 0.476 -0.573
O -2.330 -2.514 1.186
H -1.167 -0.326 1.665
H 0.222 -1.460 0.897
H -0.576 1.417 0.196
H 1.789 2.361 -0.436
H 2.313 1.456 -2.022
H 0.621 2.075 -1.791
H 1.293 -0.448 -0.870
H -2.262 -2.095 2.001
```

Results
energy relative to the best compared isomer or geometry (same formula, charge and spin): 99.7 kcal/mol
total charge: +1
HOMO level: -13.2680 eV

Record 2
Below is an isolated ion of composition C4H8NO2 and charge -1, with properties calculated with wB97M-V/def2-TZVPD.

Geometry as XYZ:
```
15
Properties=species:S:1:pos:R:3
N -1.127 1.656 -1.673
C -0.709 0.297 -1.242
C 0.095 0.295 0.051
C 0.390 -1.106 0.603
C 1.138 -1.066 1.958
O 0.553 -1.675 2.881
O 2.220 -0.440 2.010
H -1.074 2.258 -0.857
H -0.397 2.033 -2.277
H -0.174 -0.130 -2.089
H -1.591 -0.319 -1.031
H 0.998 0.913 0.073
H -0.609 0.656 0.814
H -0.558 -1.563 0.880
H 0.844 -1.808 -0.101
```

Results
SMILES: NCCCC(=O)[O-]
energy relative to the best compared isomer or geometry (same formula, charge and spin): 13.9 kcal/mol
total charge: -1
HOMO level: -3.9039 eV

Record 3
Below is an isolated ion of composition C4H8NO2 and charge -1, with properties calculated with wB97M-V/def2-TZVPD.

Geometry as XYZ:
```
15
Properties=species:S:1:pos:R:3
C 0.135 1.676 -0.672
N 0.081 0.192 -0.509
C 0.016 -0.469 -1.775
O -0.432 0.004 -2.783
C 0.554 -0.434 0.684
C -0.384 -0.314 1.864
O -0.003 -0.865 2.996
H -0.569 1.918 -1.451
H 1.147 1.993 -1.000
H -0.165 2.229 0.259
H -0.028 -1.471 -1.497
H 1.755 -0.242 0.891
H 0.748 -1.532 0.423
H -0.528 0.746 2.109
H -1.372 -0.859 1.516
```

Results
SMILES: CN(C=O)CC[O-]
energy relative to the best compared isomer or geometry (same formula, charge and spin): 78.9 kcal/mol
total charge: -1
HOMO level: -2.3390 eV